{
  "formula": "C56H138AsF6N7O6",
  "method": "wB97M-V/def2-TZVPD",
  "symbols": ["As", "F", "F", "F", "F", "F", "F", "C", "C", "N", "C", "C", "C", "C", "C", "O", "C", "H", "H", "H", "H", "H", "H", "H", "H", "H", "H", "H", "H", "H", "H", "H", "H", "H", "H", "H", "H", "C", "C", "N", "C", "C", "C", "C", "C", "O", "C", "H", "H", "H", "H", "H", "H", "H", "H", "H", "H", "H", "H", "H", "H", "H", "H", "H", "H", "H", "H", "C", "C", "N", "C", "C", "C", "C", "C", "O", "C", "H", "H", "H", "H", "H", "H", "H", "H", "H", "H", "H", "H", "H", "H", "H", "H", "H", "H", "H", "H", "C", "C", "N", "C", "C", "C", "C", "C", "O", "C", "H", "H", "H", "H", "H", "H", "H", "H", "H", "H", "H", "H", "H", "H", "H", "H", "H", "H", "H", "H", "C", "C", "N", "C", "C", "C", "C", "C", "O", "C", "H", "H", "H", "H", "H", "H", "H", "H", "H", "H", "H", "H", "H", "H", "H", "H", "H", "H", "H", "H", "C", "C", "N", "C", "C", "C", "C", "C", "O", "C", "H", "H", "H", "H", "H", "H", "H", "H", "H", "H", "H", "H", "H", "H", "H", "H", "H", "H", "H", "H", "C", "C", "C", "N", "C", "C", "C", "C", "C", "H", "H", "H", "H", "H", "H", "H", "H", "H", "H", "H", "H", "H", "H", "H", "H", "H", "H"],
  "positions_angstrom": [[-18.88, -1.15, -13.24], [-19.95, 0.26, -13.49], [-20.15, -2.04, -12.36], [-17.88, -2.55, -13.08], [-17.66, -0.43, -14.23], [-18.29, -0.46, -11.71], [-19.55, -1.86, -14.71], [-20.63, 0.14, -21.12], [-21.83, 0.50, -20.17], [-21.53, 0.43, -18.66], [-21.06, -1.00, -18.37], [-20.57, 1.55, -18.31], [-20.11, 1.48, -16.85], [-22.87, 0.65, -18.00], [-23.93, -0.44, -17.88], [-23.99, -1.24, -19.02], [-25.16, -2.04, -19.09], [-19.95, -0.67, -20.88], [-20.00, 1.03, -21.23], [-21.14, -0.17, -22.03], [-22.68, -0.13, -20.42], [-22.00, 1.56, -20.33], [-21.77, -1.71, -18.80], [-20.90, -1.08, -17.30], [-20.07, -1.10, -18.82], [-21.10, 2.49, -18.47], [-19.78, 1.37, -19.04], [-19.26, 2.13, -16.63], [-19.60, 0.54, -16.62], [-20.87, 1.85, -16.17], [-23.30, 1.51, -18.52], [-22.71, 1.10, -17.02], [-24.83, 0.04, -17.49], [-23.63, -1.09, -17.04], [-25.29, -2.58, -20.03], [-26.03, -1.38, -19.00], [-25.13, -2.81, -18.32], [-23.24, -4.13, -15.37], [-22.51, -3.92, -14.03], [-22.46, -5.12, -13.06], [-23.70, -5.96, -13.23], [-21.27, -6.02, -13.45], [-19.88, -5.39, -13.39], [-22.24, -4.73, -11.62], [-23.53, -4.38, -10.88], [-24.25, -3.38, -11.58], [-25.45, -3.08, -10.88], [-22.55, -4.61, -16.06], [-23.64, -3.20, -15.76], [-24.12, -4.76, -15.27], [-23.01, -3.15, -13.45], [-21.50, -3.56, -14.15], [-23.76, -6.43, -14.20], [-24.56, -5.36, -12.94], [-23.62, -6.81, -12.55], [-21.49, -6.32, -14.47], [-21.28, -6.87, -12.78], [-19.52, -5.02, -12.42], [-19.68, -4.44, -13.91], [-19.14, -6.04, -13.85], [-21.42, -4.00, -11.65], [-21.78, -5.55, -11.06], [-23.35, -4.07, -9.84], [-24.10, -5.31, -10.75], [-26.19, -2.65, -11.56], [-25.51, -2.59, -9.90], [-25.97, -4.03, -10.68], [-17.71, 3.53, -11.79], [-16.27, 2.99, -11.82], [-15.35, 3.71, -12.78], [-13.98, 3.11, -12.53], [-15.78, 3.53, -14.24], [-15.71, 2.04, -14.65], [-15.31, 5.22, -12.48], [-14.34, 6.06, -13.32], [-13.07, 5.50, -13.59], [-12.16, 6.40, -14.19], [-18.01, 3.38, -12.83], [-17.83, 4.56, -11.46], [-18.26, 2.92, -11.08], [-16.27, 1.92, -12.03], [-15.84, 3.11, -10.82], [-13.60, 3.60, -11.63], [-13.33, 3.22, -13.39], [-14.06, 2.03, -12.39], [-15.07, 4.18, -14.73], [-16.78, 3.93, -14.40], [-14.70, 1.66, -14.49], [-15.94, 1.85, -15.70], [-16.39, 1.42, -14.07], [-15.20, 5.29, -11.40], [-16.35, 5.47, -12.67], [-14.06, 6.90, -12.66], [-14.78, 6.45, -14.23], [-12.60, 6.84, -15.09], [-11.29, 5.88, -14.58], [-11.81, 7.13, -13.46], [-24.16, 7.61, -12.13], [-23.17, 6.42, -12.32], [-23.72, 5.32, -13.22], [-24.18, 5.98, -14.51], [-22.46, 4.47, -13.63], [-21.82, 3.62, -12.55], [-24.88, 4.68, -12.47], [-25.57, 3.51, -13.17], [-24.68, 2.40, -13.24], [-25.09, 1.39, -14.15], [-24.24, 8.12, -13.10], [-23.74, 8.37, -11.47], [-25.20, 7.36, -11.95], [-22.89, 6.01, -11.35], [-22.21, 6.78, -12.68], [-23.40, 6.62, -14.92], [-25.11, 6.51, -14.40], [-24.41, 5.15, -15.18], [-21.83, 5.21, -14.11], [-22.96, 3.90, -14.42], [-21.63, 4.23, -11.66], [-20.93, 3.10, -12.89], [-22.53, 2.88, -12.18], [-25.68, 5.41, -12.39], [-24.46, 4.46, -11.49], [-26.04, 3.79, -14.12], [-26.40, 3.27, -12.50], [-24.19, 0.80, -14.32], [-25.21, 1.85, -15.15], [-26.03, 0.88, -13.94], [-15.91, -10.03, -10.45], [-15.93, -8.62, -11.01], [-14.75, -8.30, -12.01], [-14.39, -9.50, -12.86], [-15.25, -7.11, -12.83], [-15.46, -5.84, -11.98], [-13.54, -8.07, -11.12], [-12.25, -7.44, -11.72], [-12.54, -6.11, -12.10], [-11.35, -5.49, -12.58], [-15.98, -10.80, -11.21], [-16.77, -10.22, -9.79], [-15.13, -10.22, -9.71], [-15.86, -7.82, -10.29], [-16.77, -8.45, -11.67], [-13.70, -9.08, -13.58], [-15.24, -9.87, -13.43], [-13.93, -10.27, -12.25], [-16.09, -7.30, -13.49], [-14.47, -6.90, -13.57], [-16.27, -6.05, -11.28], [-15.70, -5.00, -12.62], [-14.61, -5.56, -11.36], [-13.47, -8.96, -10.51], [-13.79, -7.26, -10.43], [-11.91, -7.96, -12.62], [-11.57, -7.49, -10.87], [-10.55, -5.43, -11.83], [-11.60, -4.44, -12.76], [-11.00, -5.98, -13.49], [-16.59, -1.12, -17.07], [-16.81, -2.61, -16.79], [-15.51, -3.38, -16.47], [-14.99, -2.77, -15.19], [-15.67, -4.88, -16.30], [-16.85, -5.28, -15.44], [-14.58, -3.15, -17.69], [-13.17, -3.74, -17.57], [-12.51, -3.17, -16.48], [-11.44, -3.94, -15.92], [-17.55, -0.62, -17.24], [-16.19, -0.89, -18.05], [-16.14, -0.58, -16.24], [-17.30, -3.08, -17.64], [-17.47, -2.71, -15.93], [-14.18, -3.32, -14.73], [-15.78, -2.65, -14.45], [-14.56, -1.85, -15.57], [-14.70, -5.32, -16.07], [-15.86, -5.34, -17.27], [-17.00, -4.81, -14.47], [-16.87, -6.35, -15.24], [-17.81, -4.98, -15.88], [-14.55, -2.10, -17.94], [-15.11, -3.65, -18.50], [-12.71, -3.41, -18.51], [-13.31, -4.81, -17.44], [-10.67, -4.11, -16.67], [-11.85, -4.91, -15.62], [-11.14, -3.34, -15.06], [-25.69, 0.91, -9.97], [-24.18, 0.80, -10.20], [-23.40, 0.41, -8.96], [-21.94, 0.12, -9.18], [-21.70, -0.97, -10.25], [-21.24, -0.35, -7.93], [-19.92, 0.35, -7.93], [-20.18, 1.75, -8.48], [-21.21, 1.43, -9.59], [-26.16, 1.43, -10.80], [-25.83, 1.42, -9.02], [-26.14, -0.05, -9.74], [-23.96, 1.81, -10.56], [-23.98, 0.13, -11.04], [-23.85, -0.51, -8.58], [-23.50, 1.24, -8.26], [-20.64, -1.18, -10.27], [-22.04, -0.52, -11.18], [-22.32, -1.81, -9.95], [-21.14, -1.43, -7.92], [-21.85, -0.14, -7.06], [-19.13, -0.15, -8.49], [-19.60, 0.36, -6.88], [-19.36, 2.18, -9.05], [-20.54, 2.57, -7.87], [-20.90, 1.20, -10.61], [-21.88, 2.28, -9.76]],
  "e_lumo_ev": -10.36,
  "charge": 6,
  "e_homo_ev": -19.53,
  "gap_ev": 9.17,
  "e_tot_ev": -160108.84551,
  "mol_weight_g_mol": 1194.7
}

---

{
  "formula": "C56H160N20O12P4",
  "method": "wB97M-V/def2-TZVPD",
  "symbols": ["O", "P", "N", "C", "C", "N", "C", "C", "N", "C", "C", "H", "H", "H", "H", "H", "H", "H", "H", "H", "H", "H", "H", "H", "H", "H", "H", "H", "H", "O", "P", "N", "C", "C", "N", "C", "C", "N", "C", "C", "H", "H", "H", "H", "H", "H", "H", "H", "H", "H", "H", "H", "H", "H", "H", "H", "H", "H", "O", "P", "N", "C", "C", "N", "C", "C", "N", "C", "C", "H", "H", "H", "H", "H", "H", "H", "H", "H", "H", "H", "H", "H", "H", "H", "H", "H", "H", "O", "P", "N", "C", "C", "N", "C", "C", "N", "C", "C", "H", "H", "H", "H", "H", "H", "H", "H", "H", "H", "H", "H", "H", "H", "H", "H", "H", "H", "C", "C", "C", "O", "C", "N", "H", "H", "H", "H", "H", "H", "H", "H", "H", "H", "H", "C", "C", "C", "O", "C", "N", "H", "H", "H", "H", "H", "H", "H", "H", "H", "H", "H", "C", "C", "C", "O", "C", "N", "H", "H", "H", "H", "H", "H", "H", "H", "H", "H", "H", "C", "C", "C", "O", "C", "N", "H", "H", "H", "H", "H", "H", "H", "H", "H", "H", "H", "C", "C", "C", "O", "C", "N", "H", "H", "H", "H", "H", "H", "H", "H", "H", "H", "H", "C", "C", "C", "O", "C", "N", "H", "H", "H", "H", "H", "H", "H", "H", "H", "H", "H", "C", "C", "C", "O", "C", "N", "H", "H", "H", "H", "H", "H", "H", "H", "H", "H", "H", "C", "C", "C", "O", "C", "N", "H", "H", "H", "H", "H", "H", "H", "H", "H", "H", "H"],
  "positions_angstrom": [[3.27, -5.30, 0.62], [2.30, -6.40, 0.65], [2.16, -7.23, -0.78], [0.93, -7.66, -1.39], [3.32, -7.48, -1.59], [0.69, -5.99, 1.21], [-0.07, -5.05, 0.25], [0.27, -5.75, 2.63], [2.80, -7.56, 1.76], [4.10, -7.54, 2.34], [2.01, -8.76, 2.08], [0.18, -8.12, -0.75], [1.07, -8.53, -2.02], [0.46, -6.92, -2.05], [3.45, -6.76, -2.40], [3.41, -8.53, -1.84], [4.12, -7.35, -0.85], [-1.13, -5.29, 0.18], [-0.03, -4.02, 0.59], [0.37, -5.03, -0.74], [0.95, -6.28, 3.29], [0.21, -4.69, 2.86], [-0.70, -6.13, 2.95], [4.87, -7.61, 1.57], [4.31, -6.63, 2.90], [4.32, -8.44, 2.93], [0.98, -8.61, 1.76], [1.98, -8.98, 3.15], [2.30, -9.69, 1.59], [-4.18, 7.44, 1.09], [-3.78, 6.08, 1.66], [-4.77, 4.81, 1.13], [-4.63, 3.33, 1.57], [-5.98, 5.07, 0.24], [-3.86, 5.98, 3.35], [-5.22, 6.07, 3.81], [-2.85, 6.68, 4.24], [-2.22, 5.42, 1.21], [-1.47, 4.37, 1.99], [-1.78, 5.50, -0.18], [-5.43, 2.66, 1.26], [-4.55, 3.23, 2.65], [-3.70, 3.04, 1.07], [-6.74, 5.70, 0.69], [-6.42, 4.21, -0.27], [-5.65, 5.65, -0.63], [-5.75, 5.26, 3.31], [-5.26, 5.95, 4.89], [-5.59, 7.01, 3.38], [-2.33, 7.48, 3.71], [-3.25, 6.96, 5.21], [-2.06, 5.97, 4.51], [-0.67, 4.86, 2.54], [-2.24, 3.92, 2.62], [-1.02, 3.62, 1.34], [-2.19, 6.41, -0.61], [-2.17, 4.64, -0.72], [-0.70, 5.53, -0.29], [-2.23, 2.93, 4.82], [-2.12, 2.94, 6.30], [-3.53, 3.18, 7.20], [-4.81, 3.59, 6.63], [-3.62, 3.24, 8.65], [-1.00, 4.15, 6.90], [-1.50, 5.55, 7.20], [0.44, 4.03, 6.45], [-1.40, 1.44, 6.81], [-1.58, 0.18, 6.05], [-0.71, 1.21, 8.09], [-5.05, 3.16, 5.66], [-4.76, 4.60, 6.24], [-5.57, 3.71, 7.41], [-3.95, 4.22, 9.00], [-2.68, 3.18, 9.20], [-4.35, 2.47, 8.88], [-0.97, 6.28, 6.59], [-2.57, 5.60, 7.05], [-1.47, 5.88, 8.24], [0.94, 3.17, 6.90], [0.42, 4.01, 5.36], [0.96, 4.96, 6.65], [-2.66, 0.05, 5.97], [-1.25, 0.38, 5.03], [-1.28, -0.72, 6.59], [-0.07, 2.02, 8.42], [-0.10, 0.32, 7.93], [-1.48, 1.00, 8.84], [-0.95, -1.14, 0.70], [-0.31, -0.25, -0.34], [0.99, -0.99, -1.24], [0.91, -1.54, -2.65], [2.18, -1.48, -0.53], [0.42, 1.17, 0.32], [1.47, 1.83, -0.37], [0.46, 1.27, 1.78], [-1.36, 0.33, -1.55], [-2.81, 0.37, -1.21], [-0.97, 1.38, -2.44], [1.73, -1.14, -3.23], [-0.13, -1.37, -2.93], [1.12, -2.61, -2.59], [2.16, -2.55, -0.38], [2.38, -0.85, 0.34], [3.02, -1.28, -1.20], [1.21, 2.88, -0.49], [2.43, 1.71, 0.13], [1.55, 1.46, -1.40], [0.59, 2.30, 2.10], [-0.45, 0.81, 2.17], [1.29, 0.66, 2.12], [-2.89, 1.27, -0.60], [-3.37, 0.57, -2.13], [-3.11, -0.58, -0.77], [-1.78, 1.60, -3.13], [-0.11, 1.03, -3.02], [-0.82, 2.29, -1.86], [-5.90, 2.00, -2.12], [-4.99, 2.35, -3.35], [-5.44, 1.41, -4.50], [-5.32, 0.01, -4.03], [-6.45, -0.70, -4.45], [-5.05, 3.76, -3.73], [-6.98, 2.09, -2.21], [-5.49, 2.37, -1.18], [-5.85, 0.94, -1.89], [-3.93, 2.20, -3.16], [-4.78, 1.52, -5.36], [-6.46, 1.75, -4.71], [-6.44, -1.71, -4.02], [-6.41, -0.76, -5.53], [-7.37, -0.22, -4.11], [-4.75, 4.33, -2.96], [-4.37, 3.85, -4.47], [4.85, -4.04, -2.46], [6.15, -4.35, -1.75], [6.75, -3.06, -1.11], [6.84, -1.99, -2.07], [7.86, -1.10, -1.77], [5.81, -5.22, -0.62], [4.48, -4.98, -2.87], [4.98, -3.35, -3.29], [4.13, -3.53, -1.82], [6.80, -4.95, -2.38], [7.67, -3.50, -0.72], [6.22, -2.64, -0.25], [7.61, -0.66, -0.81], [7.91, -0.38, -2.59], [8.82, -1.63, -1.76], [5.15, -5.85, -1.05], [5.24, -4.78, 0.09], [-3.30, -1.91, -5.83], [-1.91, -1.89, -6.73], [-1.08, -0.56, -6.50], [-0.08, -0.38, -7.57], [1.03, 0.26, -7.11], [-1.07, -2.96, -6.48], [-4.03, -2.47, -6.42], [-3.68, -0.89, -5.89], [-3.19, -2.19, -4.78], [-2.29, -1.91, -7.75], [-0.76, -0.45, -5.47], [-1.76, 0.26, -6.70], [0.77, 1.31, -6.99], [1.68, 0.41, -7.98], [1.37, -0.32, -6.25], [-1.62, -3.80, -6.48], [-0.37, -2.91, -7.20], [-1.64, 3.12, -5.61], [-2.35, 4.49, -5.45], [-1.41, 5.70, -5.56], [-2.38, 6.74, -5.47], [-1.75, 8.01, -5.29], [-3.59, 4.37, -6.17], [-0.95, 2.88, -4.80], [-1.17, 2.86, -6.56], [-2.36, 2.31, -5.70], [-2.62, 4.59, -4.40], [-0.77, 5.75, -6.44], [-0.74, 5.67, -4.70], [-2.46, 8.83, -5.36], [-1.03, 8.16, -6.10], [-1.23, 8.26, -4.37], [-3.66, 5.34, -6.43], [-3.51, 3.94, -7.08], [5.83, -2.10, 2.74], [4.93, -3.31, 2.79], [4.52, -3.82, 4.19], [5.67, -4.23, 4.94], [5.47, -4.15, 6.34], [3.76, -3.04, 1.92], [5.51, -1.39, 3.50], [5.93, -1.61, 1.77], [6.89, -2.28, 2.94], [5.35, -4.13, 2.19], [3.73, -4.56, 4.02], [4.17, -3.02, 4.83], [4.66, -4.84, 6.58], [5.15, -3.13, 6.55], [6.27, -4.54, 6.97], [3.51, -3.83, 1.35], [4.02, -2.26, 1.32], [4.61, 0.04, -3.63], [4.54, 1.36, -4.37], [3.27, 2.26, -4.23], [3.20, 3.22, -5.38], [4.21, 4.24, -5.38], [5.68, 2.03, -3.83], [3.78, -0.60, -3.92], [4.52, 0.32, -2.58], [5.58, -0.44, -3.76], [4.69, 1.12, -5.43], [3.14, 2.76, -3.27], [2.39, 1.65, -4.42], [4.09, 4.94, -6.20], [5.14, 3.68, -5.53], [4.33, 4.65, -4.37], [5.40, 2.87, -3.32], [6.48, 1.56, -3.43], [1.94, -0.40, 4.84], [3.22, 0.33, 5.23], [3.58, 1.49, 4.19], [4.92, 1.87, 4.45], [5.31, 2.96, 3.56], [3.10, 1.06, 6.49], [2.11, -1.23, 4.15], [1.13, 0.27, 4.56], [1.56, -0.92, 5.72], [3.97, -0.46, 5.34], [2.89, 2.34, 4.25], [3.32, 1.03, 3.23], [4.57, 3.75, 3.47], [5.57, 2.65, 2.54], [6.18, 3.43, 4.01], [3.68, 0.45, 7.05], [3.56, 1.96, 6.51], [-4.46, -3.07, -1.86], [-5.18, -4.41, -1.74], [-4.19, -5.55, -1.63], [-3.34, -5.52, -2.73], [-2.46, -6.68, -2.88], [-5.82, -4.41, -0.42], [-4.04, -2.99, -2.86], [-3.51, -3.01, -1.31], [-5.04, -2.19, -1.59], [-5.95, -4.51, -2.50], [-4.58, -6.55, -1.45], [-3.55, -5.37, -0.77], [-1.96, -6.67, -3.84], [-3.03, -7.61, -2.85], [-1.74, -6.67, -2.06], [-6.34, -5.23, -0.16], [-6.54, -3.70, -0.51]],
  "multiplicity": 2,
  "e_lumo_ev": [-1.86, -6.53],
  "charge": 1,
  "e_homo_ev": [-9.64, -9.64],
  "gap_ev": [7.77, 3.11],
  "e_tot_ev": -152179.85977,
  "mol_weight_g_mol": 1429.9,
  "s_squared": 0.76
}